Computed, not measured: a cluster of 2 separate species, C4H9N in total in a non-equilibrium geometry, with the ωB97M-V functional and the def2-TZVPD basis.

Element x y z (Å)
C 3.70 1.75 -1.10
C 4.41 2.84 -0.75
N 4.60 3.52 0.48
H 2.93 1.39 -0.33
H 4.14 1.24 -1.97
H 5.24 3.01 -1.64
H 4.97 4.43 0.55
H 4.05 3.19 1.18
C -5.79 -4.27 0.59
C -5.85 -2.95 0.56
H -5.38 -4.68 1.54
H -5.60 -4.90 -0.30
H -4.97 -2.34 1.15
H -6.46 -2.23 0.05

The molar mass is 71.12 Da. For the frontier orbital gap, the calculation gives 9.32 eV. The calculation puts the energy above the lowest of the compared OMol25 structures with the same formula, charge and spin at 386.6 kJ/mol. Its net charge is 0. The LUMO energy is 0.95 eV.


Computed, not measured: a cluster of 2 separate species, C3H4O2 in total in a non-equilibrium geometry, with the ωB97M-V functional and the def2-TZVPD basis.

Element x y z (Å)
C -1.00 0.23 -1.68
C -0.75 -1.32 -1.74
C 0.33 -0.38 -1.81
O -1.85 -0.76 -2.28
O 0.70 0.41 1.45
H -1.56 0.87 -0.99
H -0.79 -2.06 -0.92
H 1.60 0.54 1.73
H 0.73 0.23 0.48

The molar mass is 72.06 Da. For the frontier orbital gap, the calculation gives 10.01 eV. The calculation puts the energy above the lowest of the compared OMol25 structures with the same formula, charge and spin at 548.4 kJ/mol. Its net charge is 0. The LUMO energy is 0.33 eV.


Computed, not measured: a structure of composition C48H56N4O6PSZn in a non-equilibrium geometry, with the ωB97M-V functional and the def2-TZVPD basis.

Element x y z (Å)
Zn 12.23 10.47 16.07
O 8.72 9.48 18.50
C 8.17 8.53 17.73
C 6.86 8.08 17.94
C 6.29 7.16 17.10
C 7.07 6.55 16.13
C 8.41 6.88 15.93
C 8.95 7.92 16.70
C 10.29 8.48 16.39
O 10.73 9.50 17.04
N 10.86 7.93 15.35
N 11.98 8.61 15.02
C 12.72 8.16 14.09
C 14.03 8.76 13.69
C 14.73 8.20 12.64
C 16.04 8.62 12.31
C 16.73 9.49 13.16
C 16.08 10.04 14.25
C 14.69 9.76 14.51
O 14.19 10.38 15.55
H 9.54 9.80 18.05
H 6.26 8.60 18.66
H 5.25 6.96 17.27
H 6.68 5.73 15.52
H 9.03 6.47 15.12
H 12.43 7.20 13.63
H 14.24 7.32 12.16
H 16.49 8.20 11.42
H 17.78 9.70 12.96
H 16.67 10.66 14.90
C 17.94 15.72 18.04
C 16.61 15.09 17.95
C 16.47 13.84 17.34
C 15.29 13.17 17.40
C 14.20 13.72 18.08
C 14.37 14.93 18.68
C 15.56 15.61 18.65
S 12.71 12.71 18.32
O 11.86 13.52 19.19
O 13.25 11.45 18.81
N 12.08 12.39 16.94
C 11.41 13.37 16.28
C 11.33 14.71 16.53
C 10.57 15.59 15.66
C 9.96 15.23 14.54
C 10.02 13.83 14.20
C 9.39 13.23 13.06
C 9.51 11.89 12.82
C 10.32 11.13 13.69
N 10.89 11.64 14.72
C 10.71 12.92 15.06
H 17.91 16.80 18.01
H 18.62 15.46 17.23
H 18.41 15.46 18.97
H 17.26 13.33 16.89
H 15.14 12.20 17.01
H 13.51 15.30 19.28
H 15.60 16.49 19.23
H 11.88 15.10 17.33
H 10.56 16.63 15.99
H 9.51 15.92 13.79
H 8.79 13.86 12.45
H 9.06 11.45 11.93
H 10.54 10.11 13.50
O 11.61 11.33 10.78
P 12.93 11.81 10.33
C 13.86 12.51 11.73
C 13.06 13.52 12.48
C 13.69 13.73 13.90
C 15.20 13.71 13.90
C 15.78 14.02 12.54
C 15.37 12.97 11.50
C 12.65 12.85 8.85
C 11.27 13.55 8.86
C 11.22 14.88 9.64
C 12.35 15.84 9.23
C 13.69 15.12 9.22
C 13.74 13.82 8.35
C 14.00 10.35 9.78
C 15.28 10.62 8.88
C 15.07 10.60 7.34
C 14.24 9.36 6.93
C 12.94 9.28 7.79
C 13.19 9.20 9.23
H 13.90 11.59 12.36
H 12.00 13.30 12.59
H 13.11 14.45 11.90
H 13.31 12.90 14.51
H 13.34 14.64 14.31
H 15.48 12.66 14.14
H 15.59 14.42 14.65
H 16.86 14.09 12.63
H 15.46 15.01 12.23
H 15.98 12.07 11.54
H 15.41 13.41 10.50
H 12.53 12.07 8.13
H 10.47 12.85 9.19
H 11.08 13.87 7.85
H 11.25 14.68 10.73
H 10.26 15.34 9.46
H 12.41 16.71 9.91
H 12.13 16.32 8.26
H 13.96 14.90 10.25
H 14.50 15.78 8.85
H 14.70 13.38 8.40
H 13.52 14.09 7.28
H 14.33 10.02 10.72
H 15.98 9.81 9.09
H 15.83 11.52 9.18
H 16.06 10.57 6.83
H 14.56 11.50 7.02
H 14.82 8.47 7.14
H 14.01 9.37 5.88
H 12.30 8.51 7.37
H 12.44 10.18 7.51
H 13.82 8.30 9.42
H 12.22 9.09 9.76

The molar mass is 913.43 Da. For the frontier orbital gap, the calculation gives 7.14 eV. The calculation puts the energy above the lowest of the compared OMol25 structures with the same formula, charge and spin at 0.0 kJ/mol. Its net charge is -1. The LUMO energy is 2.24 eV.